This record from the OMol25 dataset describes the molecule CH2N2O2 at a distorted geometry. The level of theory is ωB97M-V/def2-TZVPD.

Last columns: bonded neighbours and bond lengths (Å).
CARTESIAN COORDINATES (ANGSTROEM)
1 O -0.14425 1.85955 1.16776  N2 1.223
2 N -0.59215 0.77050 0.83908  O1 1.223, C3 1.466
3 C 0.39639 -0.03971 0.12126  N2 1.466, N4 1.412, O5 1.366, H6 1.045
4 N -0.08944 -0.77896 -0.97930  C3 1.412, O5 1.399, H7 1.070
5 O 0.04966 -1.35016 0.29027  C3 1.366, N4 1.399
6 H 1.40727 0.21370 0.04338  C3 1.045
7 H -1.02749 -0.67493 -1.48246  N4 1.070

Values from the calculation:
- SMILES = O=N[C@@H]1NO1
- M (u) = 74.04
- LUMO energy (alpha / beta) (Eh) = -0.02763 / -0.02763
- orbital gap (alpha / beta) (eV) = 9.213 / 9.215
- relative energy (zero: lowest compared OMol25 entry of this formula, charge and spin) (kcal/mol) = 151.6
- electronic energy (hartree) = -299.09531